[1]
DFT (the ωB97M-V functional and the def2-TZVPD basis) results for a structure of composition C29H25ClMnPSe.

As for the highest occupied orbital energy (alpha / beta): -11.34 / -11.38 eV. The value obtained for the LUMO energy (alpha / beta) is -0.16694 / -0.16036 Ha. The calculation puts the orbital gap (alpha / beta) at 0.2497 / 0.2577 Ha. Its spin multiplicity is 4. The net charge is +1.

Geometry (Å):
Se (1.149, -0.719, 2.818)
Mn (0.844, 0.491, 0.895)
Cl (-0.628, 1.869, 1.913)
P (-0.839, 0.000, -0.565)
C (-4.974, -0.121, -0.458)
C (-5.215, -0.912, 0.669)
C (-1.914, 1.740, -4.197)
C (2.402, 0.121, -0.485)
C (-1.658, -2.484, -1.734)
C (3.715, -1.338, 3.811)
C (-1.378, 0.840, -3.276)
C (5.155, -0.051, 5.281)
C (-1.566, -3.512, -2.674)
C (0.462, -1.615, -2.516)
C (-1.139, 1.233, -1.946)
C (-1.793, 3.501, -2.542)
C (4.927, -1.188, 4.481)
C (-2.138, 3.067, -3.830)
C (2.623, 1.617, 1.289)
C (-3.675, 0.286, -0.754)
C (0.648, -2.761, -3.296)
C (-4.154, -1.272, 1.515)
C (-2.846, -0.873, 1.209)
C (3.007, 0.308, 0.792)
C (-1.273, 2.597, -1.603)
C (-0.394, -3.690, -3.415)
C (-0.650, -1.513, -1.649)
C (1.715, 1.346, -0.838)
C (4.167, 0.939, 5.370)
C (-2.591, -0.169, 0.010)
C (2.947, 0.792, 4.676)
C (1.823, 2.260, 0.281)
C (2.720, -0.339, 3.872)
H (-2.398, -4.200, -2.797)
H (6.100, 0.048, 5.834)
H (-2.027, -1.109, 1.901)
H (3.513, -2.231, 3.217)
H (-2.528, 3.774, -4.562)
H (1.602, -2.920, -3.807)
H (-2.124, 1.391, -5.205)
H (1.281, 1.578, -1.807)
H (4.353, 1.823, 5.990)
H (-5.793, 0.194, -1.103)
H (2.169, 1.553, 4.757)
H (-0.999, 2.955, -0.600)
H (-2.540, -2.423, -1.094)
H (-1.176, -0.174, -3.622)
H (5.690, -1.962, 4.393)
H (1.170, -0.786, -2.641)
H (-4.353, -1.860, 2.421)
H (3.660, -0.425, 1.249)
H (-6.235, -1.223, 0.911)
H (-0.268, -4.564, -4.058)
H (-1.907, 4.555, -2.270)
H (1.388, 3.256, 0.308)
H (2.931, 2.076, 2.224)
H (-3.528, 0.951, -1.604)
H (2.538, -0.733, -1.139)

[2]
DFT (the ωB97M-V functional and the def2-TZVPD basis) results for a structure of composition C29H25F18MgN3O2Sb2Se.

The calculation puts the energy relative to the best compared isomer or geometry (same formula, charge and spin) at 386.27 kJ/mol. As for the highest occupied orbital energy (alpha / beta): -5.37 / -5.74 eV. The value obtained for the LUMO energy (alpha / beta) is 0.05327 / 0.01911 Ha. The calculation puts the orbital gap (alpha / beta) at 0.2506 / 0.2302 Ha. Its spin multiplicity is 2. The net charge is -1.

Geometry (Å):
Sb (0.248, 0.299, -3.542)
Sb (0.032, -3.835, 0.085)
Se (3.506, 1.749, 0.087)
Mg (0.477, -0.051, -0.276)
F (-0.546, -1.075, -4.565)
F (-2.572, 0.769, -4.423)
F (-3.232, 1.890, -0.189)
F (-1.738, 0.359, 2.353)
F (-1.082, 0.929, 4.331)
F (2.775, 1.618, 3.173)
F (1.342, 1.530, -2.523)
F (-0.520, -0.993, 3.513)
F (0.700, -0.962, -2.050)
F (2.191, -0.387, 3.728)
F (-3.528, -2.034, -1.230)
F (1.885, -0.246, -4.292)
F (1.467, 1.278, 4.858)
F (-1.869, -2.049, -2.589)
F (-4.589, 0.735, -1.388)
F (0.038, 1.604, -4.910)
F (-3.822, -0.069, 0.456)
F (-3.693, -1.019, -3.115)
O (0.993, 0.118, 1.544)
O (-1.407, -0.543, -0.442)
N (5.124, 1.391, -0.500)
N (-0.396, 1.865, -0.210)
N (2.792, 0.285, -0.592)
C (-2.841, -1.280, -2.105)
C (-2.232, -0.037, -1.357)
C (-3.476, 0.633, -0.616)
C (1.741, 0.863, 3.597)
C (-0.367, 5.561, 4.173)
C (-1.150, 4.835, 1.885)
C (0.880, -4.416, -1.808)
C (3.756, -0.382, -1.210)
C (-0.923, 2.184, -1.405)
C (1.891, -3.146, 0.930)
C (0.213, -5.805, 0.957)
C (-0.835, 3.468, -1.933)
C (-2.584, 3.308, -5.308)
C (0.185, 3.334, 3.143)
C (-0.705, 0.294, 3.195)
C (-0.426, 2.716, 0.888)
C (5.061, 0.238, -1.144)
C (0.575, 0.911, 2.534)
C (6.186, -0.401, -1.753)
C (4.697, -2.184, -2.476)
C (3.603, -1.619, -1.915)
C (-2.447, 1.668, -3.367)
C (0.168, 2.366, 2.143)
C (-0.414, 4.582, 3.033)
C (-2.068, 2.998, -3.947)
C (-1.508, 1.059, -2.304)
C (-1.168, 3.916, 0.861)
C (-1.330, 3.845, -3.206)
C (5.994, -1.579, -2.392)
H (0.648, 3.103, 4.088)
H (2.125, -2.128, 0.624)
H (1.883, -4.825, -1.670)
H (-1.081, 4.825, -3.593)
H (0.247, -5.172, -2.272)
H (7.154, 0.075, -1.689)
H (-1.733, 5.745, 1.797)
H (-2.341, 4.332, -5.588)
H (0.537, 5.432, 4.767)
H (-0.571, -6.451, 0.561)
H (-3.668, 3.171, -5.354)
H (-0.229, 4.181, -1.393)
H (2.711, -3.803, 0.634)
H (6.832, -2.078, -2.862)
H (2.624, -2.064, -2.004)
H (-1.222, 5.418, 4.839)
H (1.803, -3.133, 2.016)
H (-3.452, 1.775, -2.943)
H (4.594, -3.116, -3.017)
H (0.090, -5.739, 2.038)
H (0.918, -3.552, -2.470)
H (-0.398, 6.590, 3.813)
H (-1.815, 4.105, 0.020)
H (1.186, -6.245, 0.736)
H (-2.144, 2.620, -6.031)

[3]
DFT (the ωB97M-V functional and the def2-TZVPD basis) results for a structure of composition C29H25F3N2O10P2RuTe.

The calculation puts the energy relative to the best compared isomer or geometry (same formula, charge and spin) at 0.00 kJ/mol. As for the highest occupied orbital energy (alpha / beta): -5.35 / -5.82 eV. The value obtained for the LUMO energy (alpha / beta) is 0.08555 / 0.04651 Ha. The calculation puts the orbital gap (alpha / beta) at 0.2822 / 0.2602 Ha. Its spin multiplicity is 6. The net charge is -1.

Geometry (Å):
Te (-2.953, -0.906, -0.707)
Ru (-0.583, 0.323, 0.564)
P (-2.592, -0.704, 3.186)
P (-2.230, 2.049, 2.418)
F (8.687, 2.859, -0.627)
F (7.909, 4.357, -1.979)
F (7.992, 4.761, 0.137)
O (-1.494, 1.669, -1.313)
O (-1.920, -1.116, 1.877)
O (-2.382, -1.498, 4.399)
O (-0.850, 2.300, 1.842)
O (-3.323, 1.757, 1.446)
O (-2.670, 3.272, 3.352)
O (-2.055, 0.835, 3.452)
O (0.228, -1.477, -0.351)
O (1.349, -3.396, -0.098)
O (-4.148, -0.471, 2.888)
N (0.792, -0.746, 2.159)
N (-0.617, 3.685, -0.819)
C (6.348, 3.234, -0.603)
C (-2.561, -5.661, 0.295)
C (0.890, -2.348, 0.325)
C (2.420, 1.743, -0.180)
C (1.796, -2.525, 4.001)
C (1.115, -1.983, 1.786)
C (0.974, -0.367, 3.419)
C (-3.609, -1.166, -3.690)
C (-1.643, 2.885, -1.150)
C (4.842, 1.383, -0.347)
C (6.132, 1.869, -0.482)
C (-1.253, -0.966, -3.246)
C (1.629, -2.906, 2.679)
C (1.288, 1.304, -0.065)
C (-2.564, -1.036, -2.783)
C (-1.738, -5.109, -0.675)
C (-1.839, -3.762, -0.996)
C (7.726, 3.790, -0.765)
C (-0.995, -1.040, -4.608)
C (-2.041, -1.176, -5.512)
C (-2.994, 3.520, -1.317)
C (-2.772, -2.970, -0.344)
C (3.984, 3.626, -0.457)
C (5.269, 4.112, -0.592)
C (-3.348, -1.237, -5.053)
C (-3.589, -3.516, 0.641)
C (1.472, -1.232, 4.378)
C (3.747, 2.251, -0.331)
C (-3.483, -4.861, 0.958)
H (0.218, 3.213, -0.481)
H (1.866, -3.894, 2.315)
H (1.577, -0.899, 5.400)
H (-1.162, -3.332, -1.721)
H (-4.631, -1.216, -3.335)
H (-4.228, 0.251, 2.232)
H (-0.436, -0.857, -2.543)
H (6.969, 1.185, -0.492)
H (4.666, 0.320, -0.252)
H (5.440, 5.177, -0.686)
H (-0.823, 4.594, -0.442)
H (-4.288, -2.887, 1.179)
H (0.027, -0.989, -4.961)
H (-3.469, 3.526, -0.334)
H (-4.168, -1.341, -5.753)
H (0.688, 0.649, 3.657)
H (2.167, -3.232, 4.732)
H (-2.471, -6.710, 0.549)
H (3.143, 4.306, -0.446)
H (-2.927, 4.536, -1.705)
H (-1.968, 3.518, 3.964)
H (-4.112, -5.280, 1.733)
H (-3.595, 2.901, -1.979)
H (-1.835, -1.232, -6.574)
H (-0.990, -5.716, -1.168)

What is the net charge in the third record?
-1